Record 1
Computed, not measured: a structure of composition C36H33ClN4S3Ta, with ωB97M-V with the def2-TZVPD basis set.

The geometry in ORCA input format:
```
! wB97M-V def2-TZVPD RIJCOSX def2/J DEFGRID3
* xyz 1 1
Ta 0.487 -0.148 -1.485
Cl 2.024 -2.223 3.913
C 2.145 -2.056 2.203
C 1.600 -3.038 1.380
C 1.661 -2.880 0.013
C 2.263 -1.747 -0.565
C 2.142 -1.454 -2.007
C 2.869 -0.812 0.296
C 2.816 -0.966 1.669
H 1.125 -3.907 1.815
H 1.252 -3.648 -0.629
H 1.827 -2.297 -2.622
H 2.998 -0.945 -2.447
H 3.409 0.025 -0.130
H 3.280 -0.246 2.329
N -3.714 -1.179 7.594
C -3.148 -1.074 6.601
C -2.454 -0.938 5.350
C -2.323 -2.042 4.509
C -1.684 -1.903 3.293
C -1.187 -0.657 2.906
C -1.300 0.440 3.761
C -1.929 0.300 4.983
C -0.641 -0.493 1.596
C -0.246 -0.349 0.453
H -2.731 -2.998 4.807
H -1.593 -2.752 2.627
H -0.907 1.401 3.456
H -2.029 1.143 5.653
C 3.027 0.783 -5.879
C 3.069 1.169 -4.428
C 4.282 1.313 -3.764
C 4.368 1.685 -2.421
C 5.708 1.859 -1.764
C 3.191 1.876 -1.713
C 1.957 1.720 -2.350
C 1.900 1.393 -3.706
N 0.732 1.735 -1.596
C 0.047 3.007 -1.222
C -0.034 3.887 -2.466
C -1.352 2.661 -0.728
C 0.844 3.698 -0.118
H 3.509 1.544 -6.493
H 2.004 0.664 -6.229
H 3.558 -0.155 -6.046
H 5.201 1.133 -4.312
H 6.398 1.070 -2.061
H 5.624 1.856 -0.678
H 6.153 2.811 -2.059
H 3.215 2.128 -0.661
H 0.933 1.321 -4.192
H -0.590 3.387 -3.261
H 0.959 4.145 -2.839
H -0.553 4.813 -2.221
H -1.918 2.126 -1.494
H -1.887 3.581 -0.493
H -1.311 2.049 0.174
H 1.829 4.002 -0.471
H 0.957 3.035 0.742
H 0.317 4.596 0.205
S -2.140 -4.692 0.594
C -2.237 -3.384 -0.389
S -1.304 -3.257 -1.859
C -1.812 -1.610 -2.032
N -2.690 -1.237 -1.163
N -2.968 -2.220 -0.279
C -3.900 -1.895 0.770
C -3.967 -0.577 1.204
C -4.819 -0.250 2.244
C -5.601 -1.229 2.844
C -5.549 -2.533 2.377
C -4.703 -2.876 1.331
S -1.140 -0.479 -3.201
H -3.346 0.172 0.736
H -4.867 0.773 2.592
H -6.258 -0.973 3.665
H -6.174 -3.294 2.823
H -4.673 -3.890 0.968
*
```

Computed properties:
**E_tot**: -3322.19745 Eh
**Gap between HOMO and LUMO**: 6.60 eV

Record 2
Computed, not measured: a structure of composition C38H45N6O4Y, with ωB97M-V with the def2-TZVPD basis set.

The geometry in ORCA input format:
```
! wB97M-V def2-TZVPD RIJCOSX def2/J DEFGRID3
* xyz 2 1
Y 0.290 -0.890 -0.578
C -6.163 -0.555 1.508
C -4.663 -0.677 1.542
C -3.879 0.203 2.249
C -2.478 0.044 2.302
C -1.573 0.699 3.179
N -1.581 1.917 3.641
C -2.316 3.076 3.106
C -1.814 3.478 1.722
C -0.356 3.933 1.625
N 0.599 2.818 1.566
C 1.730 2.776 2.210
C 2.693 1.733 2.172
C 3.835 1.822 2.999
C 4.746 0.799 3.091
C 5.983 0.895 3.945
C 4.461 -0.374 2.375
C 3.361 -0.530 1.544
C 3.113 -1.858 0.988
N 2.123 -2.251 0.280
C 2.061 -3.706 0.004
C 1.187 -4.058 -1.203
C -0.299 -4.232 -0.916
N -0.854 -3.016 -0.311
C -2.039 -3.045 0.154
C -2.656 -1.908 0.846
C -4.026 -1.746 0.880
C -1.839 -0.970 1.540
O -0.555 -0.981 1.474
C 2.479 0.575 1.370
O 1.505 0.553 0.548
H -6.503 0.306 2.081
H -6.644 -1.442 1.922
H -6.524 -0.436 0.485
H -4.365 0.975 2.834
H -0.735 0.096 3.518
H -0.874 2.126 4.331
H -2.185 3.882 3.827
H -3.378 2.853 3.074
H -2.437 4.313 1.394
H -1.978 2.669 1.008
H -0.072 4.581 2.457
H -0.236 4.509 0.707
H 0.412 2.057 0.904
H 1.932 3.621 2.866
H 3.988 2.725 3.582
H 5.963 1.786 4.570
H 6.883 0.941 3.330
H 6.077 0.029 4.602
H 5.133 -1.220 2.493
H 3.870 -2.596 1.275
H 1.662 -4.194 0.897
H 3.075 -4.081 -0.148
H 1.553 -4.991 -1.635
H 1.339 -3.316 -1.997
H -0.447 -5.077 -0.241
H -0.837 -4.436 -1.845
H -2.646 -3.950 0.062
H -4.645 -2.472 0.360
C 2.205 2.999 -1.612
C 2.227 1.590 -2.133
C 3.299 0.746 -1.867
C 3.318 -0.568 -2.318
C 4.499 -1.457 -2.051
C 2.236 -1.026 -3.073
C 1.170 -0.187 -3.411
C 0.110 -0.659 -4.373
C 1.168 1.110 -2.900
H 1.188 3.293 -1.347
H 2.561 3.701 -2.368
H 2.848 3.105 -0.737
H 4.134 1.115 -1.279
H 4.211 -2.509 -2.008
H 4.994 -1.189 -1.117
H 5.237 -1.358 -2.849
H 2.269 -2.028 -3.488
H -0.295 -1.637 -4.108
H 0.539 -0.741 -5.373
H -0.718 0.047 -4.426
H 0.334 1.764 -3.132
C -4.767 -0.993 -3.773
N -3.766 -0.327 -2.937
C -3.882 0.970 -2.567
C -2.968 1.596 -1.786
C -1.847 0.819 -1.370
O -0.909 1.237 -0.609
N -1.722 -0.455 -1.783
C -2.666 -1.097 -2.532
O -2.592 -2.272 -2.846
H -5.512 -0.261 -4.074
H -5.241 -1.800 -3.218
H -4.289 -1.417 -4.651
H -4.760 1.480 -2.942
H -3.075 2.633 -1.509
*
```

Computed properties:
**E_tot**: -2142.66706 Eh
**Gap between HOMO and LUMO**: 7.42 eV

Record 3
Computed, not measured: a cluster of 7 separate species, C47H105N6O8 in total at a distorted geometry, with ωB97M-V with the def2-TZVPD basis set.

The geometry in ORCA input format:
```
! wB97M-V def2-TZVPD RIJCOSX def2/J DEFGRID3
* xyz 6 2
C -1.454 0.715 0.720
C -0.179 -0.168 0.867
O 0.914 0.408 0.853
O -0.429 -1.364 1.002
H -2.340 0.100 0.880
H -1.503 1.286 -0.207
H -1.463 1.476 1.499
C -3.397 -2.361 0.894
C -3.918 -3.795 1.356
C -4.911 -4.370 0.333
C -4.303 -4.827 -1.040
C -3.210 -5.834 -0.754
C -2.113 -5.459 0.354
N -2.742 -4.793 1.551
O -2.025 -4.842 2.757
C -1.140 -4.499 -0.333
C -1.350 -6.779 0.763
C -4.753 -3.618 2.609
H -2.746 -2.283 0.023
H -2.817 -1.973 1.731
H -4.257 -1.716 0.712
H -5.704 -3.625 0.264
H -5.374 -5.242 0.795
H -4.006 -4.104 -1.800
H -5.064 -5.456 -1.502
H -2.802 -6.104 -1.728
H -3.640 -6.724 -0.295
H -1.581 -3.871 -1.107
H -0.433 -5.109 -0.895
H -0.596 -3.909 0.404
H -1.139 -7.410 -0.100
H -2.036 -7.388 1.353
H -0.430 -6.684 1.341
H -5.197 -4.559 2.937
H -5.580 -2.923 2.460
H -4.114 -3.350 3.450
C 4.951 -5.595 -3.035
C 5.034 -4.592 -1.844
C 5.744 -3.342 -2.429
C 5.416 -2.003 -1.746
C 3.892 -1.748 -1.797
C 3.118 -2.922 -1.004
N 3.588 -4.266 -1.549
O 2.766 -5.348 -1.157
C 1.672 -2.666 -1.500
C 3.249 -2.895 0.503
C 5.788 -5.023 -0.558
H 5.828 -6.240 -3.078
H 4.887 -5.200 -4.049
H 4.094 -6.269 -3.004
H 5.432 -3.223 -3.467
H 6.824 -3.441 -2.535
H 5.787 -1.130 -2.283
H 5.765 -1.965 -0.714
H 3.593 -1.605 -2.835
H 3.648 -0.763 -1.397
H 1.568 -2.645 -2.585
H 1.320 -1.686 -1.177
H 1.060 -3.472 -1.095
H 2.953 -3.831 0.978
H 2.666 -2.020 0.789
H 4.253 -2.857 0.926
H 6.831 -5.323 -0.661
H 5.367 -5.953 -0.177
H 5.734 -4.280 0.238
C -4.429 -1.962 -6.132
C -4.167 -1.606 -4.664
C -2.785 -2.210 -4.289
C -2.166 -1.680 -2.976
C -2.059 -0.152 -3.082
C -3.472 0.551 -3.292
N -4.223 -0.102 -4.456
O -5.393 0.609 -4.775
C -3.344 2.042 -3.609
C -4.229 0.491 -1.975
C -5.223 -2.384 -3.770
H -5.419 -1.707 -6.511
H -4.305 -3.036 -6.276
H -3.680 -1.470 -6.752
H -2.146 -1.955 -5.135
H -2.831 -3.286 -4.122
H -1.156 -2.087 -2.933
H -2.650 -1.940 -2.035
H -1.527 0.006 -4.021
H -1.585 0.201 -2.167
H -4.328 2.509 -3.649
H -2.874 2.221 -4.576
H -2.643 2.472 -2.894
H -5.166 1.049 -1.968
H -3.574 1.066 -1.321
H -4.421 -0.523 -1.623
H -5.335 -3.401 -4.144
H -6.203 -1.974 -4.013
H -4.974 -2.340 -2.709
C 1.154 10.288 1.302
C -0.191 9.566 1.439
N -0.217 8.012 1.886
C 0.887 7.262 1.034
C 0.285 7.964 3.333
C -0.522 8.830 4.318
C -1.590 7.391 1.611
C -1.691 5.891 1.715
O -1.618 5.332 3.026
C -1.670 3.875 3.040
H 1.488 10.519 2.313
H 1.035 11.190 0.702
H 1.986 9.804 0.790
H -0.700 9.692 0.483
H -0.960 10.035 2.054
H 0.906 6.199 1.274
H 1.888 7.694 1.043
H 0.581 7.325 -0.010
H 1.314 8.320 3.274
H 0.492 6.912 3.526
H -0.485 9.903 4.133
H -0.247 8.771 5.370
H -1.585 8.595 4.253
H -1.815 7.803 0.628
H -2.371 7.841 2.224
H -1.004 5.328 1.083
H -2.662 5.609 1.308
H -2.499 3.495 2.443
H -1.971 3.584 4.046
H -0.712 3.404 2.817
C 4.713 4.126 -1.935
N 3.258 4.687 -2.046
C 2.824 5.509 -0.803
C 3.296 5.671 -3.240
C 2.174 3.566 -2.292
C 1.602 2.949 -1.072
O 2.578 2.422 -0.067
H 4.699 3.463 -1.070
H 5.382 4.966 -1.753
H 4.931 3.678 -2.905
H 3.601 6.264 -0.687
H 2.668 4.828 0.034
H 1.899 5.957 -1.166
H 4.054 6.415 -2.996
H 2.333 6.157 -3.398
H 3.612 5.077 -4.097
H 2.597 2.889 -3.034
H 1.370 4.137 -2.755
H 1.114 2.070 -1.495
H 0.752 3.447 -0.605
H 2.089 1.719 0.368
C 0.549 -1.208 4.409
N 1.428 -2.471 4.500
C 0.747 -3.489 3.624
C 2.796 -2.247 3.854
C 1.414 -2.907 6.010
C 1.762 -4.400 6.248
O 2.866 -4.826 5.495
H 1.130 -0.443 4.925
H -0.477 -1.222 4.777
H 0.572 -0.897 3.365
H 1.372 -4.353 3.398
H 0.434 -3.106 2.653
H -0.201 -3.792 4.068
H 3.386 -1.700 4.590
H 2.623 -1.696 2.930
H 3.296 -3.175 3.576
H 0.470 -2.952 6.552
H 1.997 -2.248 6.653
H 0.915 -5.015 5.945
H 1.967 -4.517 7.312
H 3.213 -5.710 5.636
*
```

Computed properties:
**E_tot**: -2781.27809 Eh
**Gap between HOMO and LUMO (spin up / spin down)**: 5.53 / 4.23 eV

Record 4
Computed, not measured: a cluster of 2 separate species, C4H11NO in total at a distorted geometry, with ωB97M-V with the def2-TZVPD basis set.

The geometry in ORCA input format:
```
! wB97M-V def2-TZVPD RIJCOSX def2/J DEFGRID3
* xyz 0 1
C -0.418 1.549 1.004
C -0.302 0.735 -0.050
C 0.661 0.900 -1.127
N -0.811 -0.574 0.060
C -1.195 -1.505 -1.023
H 0.244 2.391 0.908
H -1.025 1.307 1.856
H 1.681 0.473 -0.980
H 0.958 1.858 -1.466
H 0.304 0.287 -1.983
H -1.162 -0.941 0.928
H -0.391 -1.406 -1.822
H -2.207 -1.217 -1.485
H -1.375 -2.494 -0.599
O 1.503 -0.157 2.101
H 1.199 -0.634 1.312
H 2.333 -0.570 2.367
*
```

Computed properties:
**E_tot**: -288.93809 Eh
**SMILES**: C=C(C)NC.O
**Gap between HOMO and LUMO**: 8.54 eV